Entry 1:
The following is a quantum chemistry calculation of a molecular structure, C89H182As4F24N9 at a distorted geometry, from OMol25.

Each line ends with the Löwdin charge.
Positions of all 308 atoms, in Å:
1 C 3.5735 -5.2001 3.6916  -0.0516
2 C 3.9572 -6.3139 2.6366  -0.2668
3 C 4.6413 -5.6555 1.4871  -0.2004
4 C 4.8895 -6.7917 0.4576  -0.1401
5 N 5.5841 -6.3667 -0.7444  -0.2366
6 C 6.8738 -5.6416 -0.4226  -0.0827
7 C 7.5811 -5.4624 -1.8046  -0.1040
8 C 7.1969 -6.8112 -2.5194  -0.1217
9 C 6.0406 -7.4398 -1.7281  -0.0536
10 C 4.6953 -5.2975 -1.5124  -0.0885
11 C 3.2533 -5.7534 -1.7979  -0.1946
12 C 2.6674 -4.7956 -2.8331  -0.0759
13 H 4.4510 -4.7986 4.1065  0.0575
14 H 3.1026 -5.7543 4.4403  0.0597
15 H 3.1265 -4.4622 3.0538  0.0617
16 H 3.1642 -6.9963 2.3635  0.1113
17 H 4.6211 -7.0553 3.1269  0.1229
18 H 5.5484 -5.2692 1.9395  0.1145
19 H 3.9825 -4.7599 1.1326  0.1506
20 H 3.9383 -7.2142 0.0643  0.1429
21 H 5.3946 -7.5962 0.9735  0.1397
22 H 6.6026 -4.7155 0.1433  0.1392
23 H 7.3935 -6.3283 0.2063  0.1325
24 H 7.2102 -4.5920 -2.3654  0.0943
25 H 8.7024 -5.3804 -1.7785  0.1338
26 H 6.9622 -6.6183 -3.5284  0.0994
27 H 8.0162 -7.4545 -2.5422  0.0965
28 H 5.2146 -7.6541 -2.4242  0.1361
29 H 6.2450 -8.2869 -1.1114  0.1289
30 H 5.1871 -5.2927 -2.4693  0.1100
31 H 4.8208 -4.3862 -0.9448  0.0958
32 H 2.7526 -5.7043 -0.8179  0.1161
33 H 3.1431 -6.7287 -2.2354  0.1099
34 H 2.8726 -5.1656 -3.8386  0.0799
35 H 3.0403 -3.7802 -2.7461  0.0519
36 H 1.5826 -4.7837 -2.8429  0.0591
37 C -0.0238 -3.9482 11.7729  -0.2236
38 C -0.5941 -4.8428 12.5850  -0.1005
39 C 1.8969 -3.3736 13.9197  0.0176
40 C 1.8767 -4.1138 15.1201  -0.1846
41 N 2.0003 -3.1691 16.3519  -0.1726
42 C 2.8850 -1.9040 16.0173  -0.1098
43 C 3.4253 -1.3871 17.3131  -0.1380
44 C 3.5242 -2.7114 18.1817  -0.1149
45 C 2.9015 -3.8415 17.3420  -0.1113
46 C 0.7561 -2.7272 17.0113  -0.1454
47 C -0.5388 -2.7733 16.2704  -0.2339
48 C -1.7406 -2.2488 17.0488  -0.0747
49 H -1.2826 -5.2746 9.8189  0.0232
50 H 0.9143 -4.3391 11.2956  0.0322
51 H -0.4421 -2.7016 11.1380  0.2038
52 H -0.2781 -5.8762 12.3763  0.0750
53 H -1.3685 -4.5305 13.1497  0.0161
54 H 1.9875 -2.1751 13.7846  0.1383
55 H 2.1522 -3.9333 13.0650  0.0221
56 H 2.8452 -4.5269 14.8691  0.1308
57 H 1.1703 -4.9993 15.2488  0.1691
58 H 2.1919 -1.2073 15.6022  0.1143
59 H 3.5730 -2.1781 15.2209  0.1313
60 H 2.7811 -0.5795 17.7350  0.1227
61 H 4.2212 -0.6370 17.1969  0.1309
62 H 3.2310 -2.6784 19.2759  0.1323
63 H 4.6039 -2.9536 18.5669  0.1498
64 H 2.3051 -4.5611 17.8311  0.1254
65 H 3.6619 -4.4177 16.8633  0.1259
66 H 0.9477 -1.7946 17.5821  0.1546
67 H 0.5429 -3.3699 17.8286  0.1274
68 H -0.7195 -3.8006 15.9019  0.1156
69 H -0.5185 -2.1722 15.3741  0.1072
70 H -2.6168 -2.4348 16.5304  0.0514
71 H -1.7963 -1.1593 17.0120  0.0863
72 H -1.8285 -2.5665 18.1160  0.1058
73 C 3.8948 4.3772 1.9504  -0.0772
74 C 3.2888 3.5107 0.8229  -0.2346
75 C 4.2742 3.0311 -0.2450  -0.1942
76 C 5.0283 4.1331 -0.9483  -0.1146
77 N 5.9936 3.5899 -1.9952  -0.1652
78 C 5.4038 2.9686 -3.2781  -0.1039
79 C 6.3705 3.1618 -4.4330  -0.1547
80 C 7.2970 4.2688 -3.8914  -0.1558
81 C 6.6851 4.8632 -2.6173  -0.0504
82 C 7.0255 2.6265 -1.4310  -0.1225
83 C 8.0533 2.9996 -0.3487  -0.1931
84 C 8.8615 1.7846 0.0819  -0.0592
85 H 4.4539 3.8036 2.6759  0.0776
86 H 3.1057 4.9017 2.4608  0.0731
87 H 4.4769 5.1690 1.5006  0.0638
88 H 2.5312 4.1353 0.3488  0.0864
89 H 2.7928 2.5826 1.2567  0.1185
90 H 3.8096 2.3887 -1.0488  0.1055
91 H 4.9907 2.3780 0.3128  0.1295
92 H 5.6773 4.6079 -0.2999  0.0924
93 H 4.4207 4.9376 -1.4439  0.1566
94 H 5.1874 1.9365 -3.0861  0.0813
95 H 4.4904 3.5455 -3.5280  0.1280
96 H 6.9417 2.2300 -4.6611  0.1017
97 H 5.8103 3.4891 -5.3408  0.1157
98 H 8.2488 3.8326 -3.6081  0.1054
99 H 7.5569 5.0201 -4.6460  0.1200
100 H 7.4520 5.2715 -1.9411  0.1382
101 H 5.8778 5.5902 -2.8184  0.1397
102 H 7.5432 2.1435 -2.2536  0.1286
103 H 6.4784 1.7653 -1.0734  0.0984
104 H 7.5462 3.3839 0.4819  0.0939
105 H 8.6745 3.7512 -0.7264  0.0907
106 H 9.2704 1.3529 -0.7910  0.0658
107 H 8.2762 1.0395 0.5594  0.0737
108 H 9.6962 2.0398 0.7153  0.0883
109 C -4.7074 -0.0827 -6.5351  -0.0926
110 C -3.6854 0.6489 -7.4518  -0.2412
111 C -3.2812 2.0079 -6.8343  -0.1840
112 C -2.1983 2.6366 -7.7249  -0.0822
113 N -2.2610 4.1783 -7.8927  -0.1906
114 C -0.9908 4.8326 -8.4430  -0.0588
115 C -0.8551 6.2191 -7.8052  -0.1334
116 C -1.5505 6.1366 -6.4439  -0.1423
117 C -2.3282 4.8262 -6.4554  -0.0718
118 C -3.5101 4.4577 -8.6555  -0.1526
119 C -3.9856 5.9031 -8.7845  -0.2268
120 C -5.4475 5.8214 -9.2403  -0.0921
121 H -4.8359 -1.1710 -6.7948  0.0961
122 H -5.6304 0.4936 -6.5838  0.0671
123 H -4.3877 0.1215 -5.4780  0.0672
124 H -4.0746 0.8806 -8.4597  0.1163
125 H -2.8167 -0.0519 -7.5079  0.1200
126 H -2.9238 1.7921 -5.8562  0.0787
127 H -4.1634 2.6278 -6.8110  0.1021
128 H -2.2667 2.3011 -8.7314  0.1223
129 H -1.2104 2.4929 -7.3295  0.0995
130 H -1.0340 4.8224 -9.5230  0.1367
131 H -0.1621 4.1612 -8.0922  0.1247
132 H -1.2587 7.0647 -8.3290  0.1046
133 H 0.2383 6.4393 -7.6680  0.1369
134 H -2.1073 7.0186 -6.2658  0.0994
135 H -0.8932 6.0288 -5.5340  0.1310
136 H -3.3796 4.8778 -6.0739  0.1528
137 H -1.8964 4.0886 -5.8446  0.0931
138 H -4.3433 3.8993 -8.1500  0.1339
139 H -3.3566 4.0938 -9.6541  0.1350
140 H -3.3824 6.4190 -9.5355  0.1197
141 H -3.9246 6.4245 -7.8453  0.0994
142 H -5.6811 6.7988 -9.7610  0.1015
143 H -6.2174 5.5674 -8.4692  0.0979
144 H -5.4828 5.1202 -10.1017  0.0868
145 C -10.2458 6.1648 6.5680  -0.1104
146 C -9.9680 5.8882 5.0706  -0.2389
147 C -8.6269 5.1238 4.8699  -0.2195
148 C -8.4601 4.8558 3.4302  -0.1282
149 N -7.0622 4.2879 3.1459  -0.1863
150 C -7.0815 3.6352 1.7298  -0.1245
151 C -7.0709 4.7997 0.7676  -0.1534
152 C -6.0908 5.7422 1.4737  -0.1432
153 C -6.0783 5.4213 2.9472  -0.1044
154 C -6.6276 3.2937 4.2439  -0.1200
155 C -7.4402 1.9669 4.3245  -0.1981
156 C -6.7909 1.2949 5.5722  -0.0794
157 H -11.1850 6.7117 6.6849  0.0710
158 H -9.4428 6.8390 7.0415  0.0982
159 H -10.2907 5.2936 7.2256  0.0708
160 H -10.0119 6.7269 4.3679  0.1083
161 H -10.8285 5.2203 4.7342  0.1313
162 H -8.5999 4.2433 5.5626  0.1261
163 H -7.7839 5.7663 5.2349  0.1337
164 H -8.5461 5.7897 2.7717  0.1669
165 H -9.1228 4.1361 3.0335  0.1167
166 H -6.1751 3.0064 1.5586  0.0763
167 H -8.0711 3.1168 1.5368  0.1519
168 H -6.5723 4.4494 -0.1490  0.1256
169 H -8.0978 5.1315 0.5305  0.1239
170 H -5.0502 5.6033 1.1418  0.1232
171 H -6.4638 6.7617 1.3392  0.1204
172 H -5.1519 5.0176 3.2989  0.1207
173 H -6.2684 6.2610 3.5712  0.1221
174 H -6.6434 3.9353 5.0946  0.1004
175 H -5.5767 3.1085 3.9854  0.1300
176 H -7.2757 1.4431 3.4172  0.0664
177 H -8.4977 2.1292 4.5380  0.1125
178 H -7.3710 0.3627 5.7457  0.0819
179 H -7.0108 2.0106 6.4104  0.0908
180 H -5.7117 1.1127 5.4226  0.0851
181 C 1.3589 -0.6120 2.5947  -0.1117
182 C 1.1867 -1.1045 1.1360  -0.2208
183 C 0.7396 0.1185 0.2513  -0.1643
184 C 0.9287 -0.3232 -1.1687  -0.1218
185 N 0.0380 0.2471 -2.2632  -0.2034
186 C -1.4353 0.1894 -2.0550  -0.0988
187 C -2.0736 0.2003 -3.4452  -0.1301
188 C -0.9280 -0.2435 -4.3829  -0.1219
189 C 0.2822 -0.5204 -3.4926  -0.1212
190 C 0.4747 1.6578 -2.5703  -0.0984
191 C 0.0276 2.8766 -1.7000  -0.1613
192 C 0.8832 4.1342 -2.0299  -0.0726
193 H 0.6116 0.1446 2.9100  0.0805
194 H 2.3319 -0.1396 2.8713  0.0778
195 H 1.1386 -1.3744 3.2925  0.0444
196 H 0.4431 -1.9338 1.1602  0.1173
197 H 2.0817 -1.6327 0.7215  0.1059
198 H 1.2343 1.0536 0.5382  0.0910
199 H -0.3483 0.2295 0.5078  0.1250
200 H 0.7847 -1.4156 -1.2518  0.1169
201 H 1.9404 -0.0805 -1.4883  0.1071
202 H -1.7423 1.0330 -1.4640  0.0923
203 H -1.7092 -0.7968 -1.6230  0.1326
204 H -2.2456 1.2898 -3.6793  0.1118
205 H -2.9737 -0.3897 -3.4491  0.1030
206 H -0.7519 0.5860 -5.1305  0.1049
207 H -1.1914 -1.1807 -4.8474  0.1121
208 H 1.1462 -0.1193 -3.9552  0.0801
209 H 0.5036 -1.5495 -3.2635  0.1341
210 H 0.0810 1.9113 -3.5998  0.1244
211 H 1.5583 1.4951 -2.7016  0.1305
212 H 0.0499 2.6285 -0.6292  0.1045
213 H -1.0198 3.0643 -1.9353  0.1052
214 H 0.8075 4.8937 -1.3056  0.0528
215 H 0.6690 4.6435 -2.9946  0.0874
216 H 1.9107 3.8792 -1.9459  0.0300
217 C -8.1010 -2.6891 3.0925  -0.0824
218 C -7.6292 -1.5240 2.1040  -0.1892
219 C -7.1879 -1.8988 0.6073  -0.1533
220 C -8.0963 -2.9416 -0.1098  -0.0967
221 N -7.4116 -3.4676 -1.3268  -0.2221
222 C -8.4386 -4.1945 -2.2002  -0.0978
223 C -9.0563 -3.0954 -3.0383  -0.1401
224 C -8.2289 -1.8159 -2.7969  -0.1452
225 C -6.9594 -2.4115 -2.2960  -0.1232
226 C -6.2289 -4.3774 -0.9986  -0.1267
227 C -6.5956 -5.5931 -0.1708  -0.2088
228 C -5.6499 -6.7997 -0.3874  -0.0767
229 H -8.9302 -3.2618 2.7115  0.0591
230 H -8.1333 -2.3231 4.1032  0.0573
231 H -7.2803 -3.4124 3.1174  0.0643
232 H -6.8729 -0.8690 2.5903  0.0904
233 H -8.5711 -0.9955 1.9499  0.0902
234 H -6.2209 -2.3032 0.6327  0.0713
235 H -7.2329 -0.9019 0.0789  0.1106
236 H -9.0692 -2.5140 -0.4200  0.1458
237 H -8.2077 -3.7759 0.6006  0.1201
238 H -7.8868 -4.8247 -2.8966  0.1366
239 H -9.0378 -4.8911 -1.6759  0.1206
240 H -8.9781 -3.4716 -4.0474  0.1140
241 H -10.1477 -2.9116 -2.8267  0.1391
242 H -8.1350 -1.1819 -3.6840  0.1225
243 H -8.7359 -1.1162 -2.0979  0.1235
244 H -6.3011 -2.9112 -3.0607  0.1582
245 H -6.1932 -1.8075 -1.7495  0.1443
246 H -5.4937 -3.8073 -0.4731  0.0922
247 H -5.7569 -4.6608 -1.9911  0.1517
248 H -7.5734 -5.9907 -0.5481  0.1148
249 H -6.6935 -5.3266 0.8925  0.1143
250 H -4.6478 -6.5751 -0.1291  0.0509
251 H -5.6860 -7.1326 -1.4105  0.0759
252 H -5.9632 -7.6313 0.2715  0.0905
253 C 3.2961 -2.1321 -6.9915  0.0421
254 N 4.4608 -1.2432 -7.2934  -0.0409
255 C 4.7790 -0.9768 -8.5755  0.0045
256 C 5.8537 -0.2117 -8.9105  0.0457
257 C 6.6688 0.2483 -7.8830  -0.1529
258 C 6.4448 -0.1807 -6.5858  0.0570
259 C 5.2926 -0.9091 -6.2615  0.0496
260 C 7.8390 1.1327 -8.1176  -0.1330
261 C 7.9721 2.3904 -7.6680  0.0387
262 C 9.0162 3.1592 -8.1201  0.0802
263 N 9.9653 2.6171 -8.9892  -0.0743
264 C 9.9502 1.3564 -9.2877  -0.0054
265 C 8.9066 0.5732 -8.8626  0.0838
266 C 11.0102 3.4687 -9.5797  0.0562
267 H 2.4780 -1.9525 -7.7516  0.1294
268 H 2.8705 -2.0128 -5.9890  0.0952
269 H 3.6585 -3.1556 -7.0757  0.1079
270 H 4.1073 -1.3038 -9.3220  0.1429
271 H 6.0343 0.1813 -9.9484  0.1685
272 H 7.2140 0.0403 -5.8376  0.1392
273 H 5.0388 -1.2487 -5.2985  0.0817
274 H 7.1985 2.9053 -7.1139  0.1278
275 H 9.2149 4.1487 -7.8232  0.1353
276 H 10.7417 0.9577 -9.9317  0.1733
277 H 8.7712 -0.4469 -9.0356  0.1244
278 H 11.9658 2.9269 -9.5596  0.1236
279 H 11.1607 4.3254 -8.9408  0.1090
280 H 10.7253 3.6376 -10.5842  0.1088
281 As -4.4064 1.2911 0.8200  0.7223
282 F -4.9673 0.8981 2.4328  -0.2373
283 F -4.2653 2.9351 1.2224  -0.2305
284 F -3.9702 1.6510 -0.8113  -0.2549
285 F -4.4552 -0.4183 0.4552  -0.2426
286 F -6.0573 1.4259 0.2926  -0.2507
287 F -2.6852 1.2991 1.1150  -0.2563
288 As 2.3096 2.2365 -6.5603  0.7281
289 F 0.8080 2.4772 -5.7905  -0.2472
290 F 2.1950 3.7106 -7.4323  -0.2364
291 F 3.8818 2.0378 -7.3260  -0.2584
292 F 2.4021 0.7389 -5.6058  -0.2634
293 F 1.4436 1.4147 -7.7839  -0.2344
294 F 3.1080 3.1127 -5.2431  -0.2641
295 As -2.0472 -4.0610 -1.5638  0.7096
296 F -0.7658 -4.6428 -2.5364  -0.2448
297 F -2.7291 -3.1922 -2.9653  -0.2806
298 F -3.2898 -3.3356 -0.5682  -0.2574
299 F -1.3508 -4.9696 -0.2987  -0.2396
300 F -1.0260 -2.7140 -1.1435  -0.2616
301 F -3.0849 -5.4152 -1.7870  -0.2356
302 As 5.1290 -1.0444 -2.3951  0.8183
303 F 6.6177 -0.9086 -1.5711  -0.2225
304 F 4.5609 -2.2247 -1.1367  -0.2660
305 F 3.6356 -1.0314 -3.3412  -0.2544
306 F 5.6749 -0.0102 -3.6768  -0.2658
307 F 5.8653 -2.3229 -3.3598  -0.2600
308 F 4.4971 0.3686 -1.5545  -0.2511

Output
- Gap between HOMO and LUMO: 2.77 eV
- LUMO: -9.27 eV
- Net charge: +5
- Energy: -15331.451986 Eh

Entry 2:
The following is a quantum chemistry calculation of a molecular structure, C8B2F24O16P4Zr at a distorted geometry, from OMol25.

Each line ends with the Mulliken spin population.
Positions of all 55 atoms, in Å:
1 Zr 1.5659 0.2241 -1.4354  0.0000
2 P 1.5571 3.3932 0.9275  0.0000
3 F 1.8914 2.1070 -0.0892  -0.0001
4 F 2.6714 2.6527 1.8649  0.0000
5 F 2.7985 4.0440 0.0576  0.0000
6 F 1.2893 4.5581 2.1140  0.0000
7 F 0.3230 3.9310 0.0450  0.0000
8 F 0.5473 2.5386 1.8032  0.0001
9 P 0.7204 1.4346 -4.0396  0.0000
10 F 1.6857 2.5044 -4.8871  0.0000
11 F 1.1460 1.9850 -2.5547  0.0000
12 F -0.6649 2.3430 -4.0854  0.0000
13 F -0.0301 0.4380 -3.0740  0.0000
14 F 0.4241 0.5236 -5.4047  0.0000
15 F 1.9661 0.5869 -3.5153  0.0000
16 P 4.6732 0.3754 -1.5828  0.0000
17 F 3.5458 0.2646 -0.4586  0.0000
18 F 5.5548 -0.8170 -1.0230  0.0000
19 F 3.7143 -0.6410 -2.3292  0.0000
20 F 5.4938 0.5435 -3.0001  0.0000
21 F 3.4273 1.3581 -1.9516  0.0000
22 F 5.4594 1.5063 -0.6841  0.0000
23 P 0.9967 -2.7557 -1.4851  0.0000
24 F 0.9787 -3.5390 -0.1181  0.0001
25 F 0.3575 -1.3607 -1.0478  -0.0003
26 F 2.1181 -1.8629 -0.8933  0.0000
27 F 1.2963 -1.7201 -2.6739  0.0000
28 F 2.1147 -3.7586 -2.1274  0.0000
29 F -0.2291 -3.4528 -2.2124  0.0000
30 O -4.1393 -2.3776 4.0280  0.3566
31 C -2.8760 -2.3135 3.7683  -0.0286
32 O -2.1883 -1.3048 3.1774  0.0153
33 B -0.7313 -1.5844 3.2744  -0.0164
34 O -0.6346 -2.9913 3.8047  0.0254
35 C -1.8409 -3.4350 4.1344  0.0222
36 O -2.1151 -4.5435 4.4753  0.0234
37 O -0.0918 -1.4796 1.9243  0.0117
38 C 0.7431 -0.5330 1.8868  0.0012
39 O 1.4642 -0.1291 0.8775  -0.0008
40 C 0.7637 0.0683 3.3432  -0.0003
41 O -0.0129 -0.5578 4.0652  0.0019
42 O 1.5077 0.9474 3.7992  0.0005
43 O -2.1561 3.0401 -1.4304  0.0001
44 C -2.5686 2.0046 -0.8484  0.0017
45 O -3.7603 1.6280 -0.5045  0.0062
46 B -3.6808 0.3096 0.1090  -0.0082
47 O -2.2557 -0.0431 0.1305  -0.0044
48 C -1.6201 0.8912 -0.5303  0.0002
49 O -0.4095 0.8941 -0.6963  -0.0001
50 O -4.3796 -0.8135 -0.6045  0.0559
51 C -5.2556 -1.3980 0.1671  0.0188
52 O -5.9254 -2.3350 -0.2117  0.0795
53 C -5.1560 -0.6712 1.5942  -0.0251
54 O -4.2140 0.2700 1.5710  0.0406
55 O -5.8591 -0.9473 2.5566  0.4229

Output
- Gap between HOMO and LUMO (alpha / beta): 8.65 / 3.62 eV
- Expectation value of S²: 0.760
- LUMO (alpha / beta): 0.31 / -4.72 eV
- Multiplicity: 2
- Net charge: -1
- Energy: -5368.829432 Eh

Entry 3:
The following is a quantum chemistry calculation of a single C8H10 molecule at a distorted geometry, from OMol25.

Each line ends with the Löwdin charge.
Positions of all 18 atoms, in Å:
1 C 1.8314 -1.6687 0.8229  -0.1042
2 C 0.4815 -1.0855 1.2996  -0.2062
3 C -0.1901 -0.3228 -1.0986  -0.0645
4 C -0.1999 -0.2110 0.2860  -0.2342
5 C -0.8653 0.9162 0.7869  -0.0520
6 C -1.4622 1.8183 -0.0802  -0.1070
7 C -1.1598 1.8449 -1.4182  -0.0821
8 C -0.5637 0.6614 -1.9953  -0.0431
9 H 1.8547 -1.9325 -0.2354  0.0556
10 H 2.3665 -2.3241 1.5761  0.0881
11 H 2.4840 -0.7443 0.8297  0.0848
12 H -0.0651 -1.9593 1.4633  0.0875
13 H 0.6116 -0.3713 2.1302  0.1181
14 H 0.1720 -1.2892 -1.3584  0.0932
15 H -1.1817 0.8903 1.7582  0.0799
16 H -2.3098 2.4257 0.3113  0.1177
17 H -1.3536 2.6810 -2.0278  0.0808
18 H -0.4505 0.6708 -3.0501  0.0877

Output
- ΔE to the lowest compared entry with this formula, charge and spin: 31.7 kcal per mole
- Gap between HOMO and LUMO: 9.88 eV
- LUMO: 1.02 eV
- Structure (SMILES): CCc1ccccc1
- Energy: -310.785194 Eh